Record 1
This record from OMol25 describes CH3NO in the gas phase. The level of theory is ωB97M-V with the def2-TZVPD basis set.

- energy above the lowest of the compared OMol25 structures with the same formula, charge and spin (eV) = 0.446
- lowest unoccupied orbital energy (Ha) = 0.03328
- electronic energy (eV) = -4622.975
- SMILES string = NC=O
- HOMO level (eV) = -10.14

The geometry in XYZ format:
```
6
Properties=species:S:1:pos:R:3:nbo_charge:R:1
N -0.526 0.367 0.107 -0.830
C 0.588 -0.389 0.059 0.520
O 1.666 0.120 0.086 -0.581
H -1.433 -0.137 0.019 0.378
H -0.615 1.392 -0.169 0.410
H 0.320 -1.353 -0.102 0.104
```

---

Record 2
This record from OMol25 describes C35H39N5O8PSTi as an isolated structure. The level of theory is ωB97M-V with the def2-TZVPD basis set.

- energy above the lowest of the compared OMol25 structures with the same formula, charge and spin (eV) = 0.839
- lowest unoccupied orbital energy (Ha) = -0.15037
- electronic energy (eV) = -103997.277
- total charge = +1
- HOMO level (eV) = -10.49

The geometry in XYZ format:
```
90
Properties=species:S:1:pos:R:3:lowdin_charge:R:1
Ti 0.134 0.014 -0.333 1.107
O 4.702 -4.070 0.500 -0.026
C 3.854 -4.497 1.320 -0.682
O 3.697 -5.567 1.893 0.041
C 2.755 -3.439 1.495 -0.060
C 1.420 -3.753 1.330 0.081
C 0.475 -2.760 1.103 -0.143
N 0.828 -1.452 1.123 0.032
C 2.106 -1.146 1.476 -0.228
C 3.082 -2.096 1.646 0.053
C 2.486 0.283 1.488 -0.243
C 3.571 0.755 2.215 0.014
C 3.926 2.087 2.101 -0.016
C 3.177 2.919 1.284 -0.018
C 2.089 2.391 0.618 -0.089
N 1.756 1.098 0.710 -0.010
C -0.942 -3.194 0.917 -0.216
C -1.219 -4.464 0.414 0.000
C -2.517 -4.940 0.482 -0.045
C -3.504 -4.124 1.010 -0.047
C -3.146 -2.847 1.413 -0.119
N -1.898 -2.389 1.375 0.097
H 1.139 -4.796 1.353 0.134
H 4.118 -1.821 1.790 0.138
H 4.123 0.085 2.857 0.130
H 4.773 2.473 2.653 0.126
H 3.412 3.968 1.177 0.123
H 1.448 3.009 0.009 0.109
H -0.439 -5.074 -0.018 0.124
H -2.753 -5.931 0.120 0.122
H -4.529 -4.456 1.094 0.115
H -3.895 -2.167 1.805 0.114
C -2.490 -1.391 -4.319 0.007
C -2.150 -1.824 -2.898 -0.535
C -3.128 -2.882 -2.405 0.020
O -0.853 -2.379 -2.810 0.001
C -2.288 -0.624 -1.953 -0.448
O -3.102 0.245 -2.037 0.166
O -1.415 -0.637 -0.891 -0.171
H -2.475 -2.272 -4.960 0.100
H -1.757 -0.674 -4.688 0.080
H -3.478 -0.936 -4.357 0.097
H -3.002 -3.779 -3.011 0.107
H -4.154 -2.525 -2.498 0.107
H -2.929 -3.132 -1.367 0.056
H -0.241 -1.696 -3.120 0.064
C -1.805 5.048 -1.643 0.007
N -1.183 3.815 -2.118 -0.035
C -1.114 3.526 -3.451 -0.024
C -0.637 2.355 -3.896 0.033
C -0.210 1.374 -2.931 -0.477
O 0.142 0.232 -3.246 -0.021
N -0.216 1.721 -1.592 0.091
C -0.783 2.893 -1.168 -0.497
O -0.931 3.142 0.023 0.001
H -1.835 5.759 -2.464 0.095
H -1.221 5.458 -0.824 0.096
H -2.817 4.856 -1.288 0.104
H -1.480 4.297 -4.114 0.138
H -0.603 2.109 -4.945 0.123
C 3.189 -0.078 -3.276 -0.214
S 3.150 -0.743 -1.623 1.016
C 3.568 -2.437 -1.954 -0.186
O 1.634 -0.774 -1.307 -0.596
H 4.224 -0.118 -3.616 0.075
H 2.849 0.954 -3.225 0.062
H 2.530 -0.660 -3.916 0.073
H 4.486 -2.416 -2.544 0.083
H 2.752 -2.887 -2.520 0.084
H 3.788 -2.963 -1.015 0.033
C -0.864 -0.180 3.321 -0.216
P -1.016 0.946 1.896 0.964
C -2.796 1.061 1.587 -0.216
C -0.545 2.498 2.728 -0.359
C 0.643 2.548 3.453 -0.112
C 0.990 3.685 4.168 -0.069
C 0.141 4.781 4.180 -0.068
C -1.052 4.734 3.473 -0.060
C -1.392 3.603 2.748 -0.090
H 0.181 -0.297 3.605 0.045
H -1.275 -1.150 3.065 0.018
H -1.403 0.262 4.160 0.069
H -3.327 1.348 2.495 0.067
H -3.130 0.082 1.249 0.027
H -2.987 1.782 0.794 0.048
H 1.310 1.695 3.478 0.089
H 1.916 3.706 4.728 0.110
H 0.402 5.665 4.747 0.110
H -1.725 5.581 3.488 0.110
H -2.316 3.591 2.189 0.099
```